Record 1
ORCA calculation (the ωB97M-V functional and the def2-TZVPD basis) on a structure of composition C45H39N9NaO3.

Its LUMO energy is 0.0585 hartree. Its net charge is -1. Its energy relative to the best compared isomer or geometry (same formula, charge and spin) is 1.9 kJ/mol. The value obtained for the HOMO-LUMO gap is 5.84 eV.

Structure (XYZ):
```
97
Properties=species:S:1:pos:R:3:mulliken_charge:R:1
Na 1.32 -1.41 -0.12 1.15
O 5.43 -3.71 -0.13 -0.70
C 4.88 -4.97 -0.25 0.50
C 5.63 -6.03 0.31 -0.93
C 5.07 -7.34 0.14 -0.30
C 3.78 -7.52 -0.33 -0.69
C 3.06 -6.43 -0.76 -0.45
C 3.60 -5.13 -0.77 0.55
C 2.73 -3.89 -1.17 0.61
O 3.05 -2.83 -0.50 -1.05
N 1.72 -4.17 -1.94 -1.12
N 0.99 -2.99 -2.19 0.71
C -0.03 -3.10 -2.92 -1.16
C -0.85 -1.88 -3.02 0.84
C -2.21 -1.94 -3.05 -0.21
C -3.01 -0.80 -3.04 -0.72
C -2.33 0.41 -3.00 0.03
C -0.92 0.46 -3.06 -0.77
N -0.21 -0.67 -3.05 -0.36
H 4.66 -3.15 -0.37 0.46
H 6.62 -5.84 0.60 0.44
H 5.70 -8.17 0.20 0.41
H 3.52 -8.57 -0.59 0.25
H 2.12 -6.56 -1.28 0.44
H -0.24 -4.11 -3.40 0.35
H -2.68 -2.93 -3.09 0.35
H -4.10 -0.92 -2.96 0.35
H -2.89 1.32 -2.95 0.58
H -0.32 1.42 -3.13 0.55
C -0.67 -3.42 3.69 -0.49
C 0.46 -3.30 2.96 -0.37
N 0.94 -2.07 2.60 -0.41
C 0.21 -1.03 3.06 0.35
C -0.89 -1.21 3.93 0.05
N -1.37 -2.38 4.21 -0.61
C 0.64 0.34 2.62 -0.04
C 0.10 1.50 3.13 -0.42
C 0.39 2.77 2.61 0.87
C 1.29 2.83 1.55 -0.71
C 1.85 1.65 1.12 0.63
N 1.54 0.42 1.66 -0.51
C 2.86 1.50 0.06 -0.26
C 3.72 2.54 -0.19 -0.63
N 4.59 2.48 -1.22 -0.69
C 4.52 1.36 -1.97 -0.55
C 3.72 0.32 -1.62 -0.49
N 2.84 0.41 -0.62 0.36
C -0.37 3.97 3.06 0.20
C -0.97 4.84 2.17 -0.10
C -1.64 5.99 2.61 -0.37
N -1.78 6.28 3.89 -0.64
C -1.36 5.35 4.77 -0.42
C -0.66 4.19 4.39 -0.51
H -1.09 -4.41 3.83 0.40
H 1.13 -4.12 2.79 0.55
H -1.52 -0.34 4.24 0.35
H -0.52 1.31 3.93 0.67
H 1.50 3.78 1.07 0.63
H 3.74 3.42 0.42 0.55
H 5.09 1.38 -2.89 0.42
H 3.74 -0.60 -2.15 0.53
H -0.97 4.57 1.15 0.29
H -2.06 6.75 1.93 0.36
H -1.45 5.60 5.84 0.34
H -0.22 3.52 5.13 0.43
C -3.45 3.93 -1.68 -1.36
C -1.93 4.34 -1.56 1.21
O -1.38 4.20 -2.89 -0.41
C 0.03 4.25 -2.97 0.41
C 0.46 4.40 -4.45 -1.40
H -3.98 4.13 -0.78 0.48
H -3.48 2.84 -1.85 0.12
H -3.87 4.45 -2.58 0.34
H -1.45 3.64 -0.88 -1.03
H -1.83 5.37 -1.26 0.55
H 0.35 3.32 -2.55 -0.20
H 0.46 5.09 -2.39 0.37
H -0.24 3.77 -5.06 0.29
H 1.53 4.26 -4.64 0.36
H 0.23 5.42 -4.84 0.38
C -4.41 -3.01 1.31 -0.78
C -3.23 -3.54 0.88 -0.77
C -2.21 -2.70 0.55 -0.47
C -2.32 -1.31 0.56 0.70
C -1.16 -0.51 0.18 -0.42
C -1.42 0.82 0.14 2.18
C -2.67 1.38 0.44 0.18
C -3.79 0.64 0.80 -1.81
C -3.60 -0.75 0.84 0.73
C -4.61 -1.63 1.30 -1.03
H -5.21 -3.63 1.69 0.38
H -3.04 -4.62 0.71 0.38
H -1.27 -3.15 0.23 0.34
H -0.68 1.64 -0.23 -1.42
H -2.88 2.48 0.39 0.20
H -4.81 0.91 1.05 0.34
H -5.59 -1.19 1.57 0.32
```

Record 2
ORCA calculation (the ωB97M-V functional and the def2-TZVPD basis) on the molecule C4H8N2OS.

Its LUMO energy is 0.0047 hartree. Its energy relative to the best compared isomer or geometry (same formula, charge and spin) is 483.2 kJ/mol. The value obtained for the HOMO-LUMO gap is 10.69 eV.

Structure (XYZ):
```
16
Properties=species:S:1:pos:R:3:nbo_charge:R:1
C 1.69 -0.14 1.00 -0.62
C 1.04 0.79 -0.04 -0.39
C 0.18 -0.10 -1.17 -0.61
S -1.65 0.25 -0.91 1.85
O -2.00 1.42 -1.64 -0.91
N -2.09 0.42 0.53 -0.90
C -1.81 -0.91 1.46 0.38
N -1.51 -1.70 2.23 -0.38
H 1.06 -0.99 1.02 0.21
H 2.62 -0.61 0.65 0.21
H 1.89 0.31 1.99 0.23
H 1.75 1.31 -0.61 0.21
H 0.35 1.62 0.16 0.23
H 0.36 0.39 -2.11 0.25
H 0.29 -1.13 -1.00 0.23
H -2.18 -0.94 -1.58 0.00
```

Record 3
ORCA calculation (the ωB97M-V functional and the def2-TZVPD basis) on a structure of composition C24H36AuN2Si.

Its LUMO energy (spin up / spin down) is -0.0798 / -0.2003 hartree. Its net charge is +1. Its spin multiplicity is 3. The value obtained for the HOMO-LUMO gap (spin up / spin down) is 8.13 / 5.54 eV.

Structure (XYZ):
```
64
Properties=species:S:1:pos:R:3:nbo_charge:R:1
C 0.56 2.35 3.75 -0.36
C 0.97 2.74 2.42 -0.21
C -0.23 2.95 1.63 -0.28
H 1.96 2.84 2.09 0.25
C -1.39 2.69 2.47 -0.26
C -0.92 2.32 3.77 -0.20
H -1.51 2.06 4.61 0.25
H 1.19 2.12 4.57 0.24
H -0.25 3.21 0.60 0.26
H -2.40 2.75 2.16 0.26
Au -0.22 0.78 2.21 1.18
C -0.58 0.15 0.18 -0.90
H -1.50 0.60 -0.10 0.20
H -0.63 -0.92 -0.02 0.22
H 0.24 0.56 -0.41 0.21
Si -0.74 -1.31 -3.85 1.16
C 1.04 -1.08 -4.32 -0.50
C 1.70 0.13 -4.07 -0.14
H 1.16 0.96 -3.62 0.20
C 3.05 0.30 -4.41 -0.24
H 3.53 1.25 -4.20 0.21
C 3.76 -0.74 -5.00 -0.20
H 4.80 -0.60 -5.26 0.22
C 3.12 -1.95 -5.26 -0.21
H 3.67 -2.76 -5.73 0.22
C 1.78 -2.12 -4.93 -0.19
H 1.29 -3.07 -5.15 0.22
C -1.73 0.20 -4.25 -0.50
C -1.53 0.89 -5.46 -0.13
H -0.78 0.55 -6.16 0.21
C -2.29 2.03 -5.77 -0.23
H -2.12 2.55 -6.71 0.22
C -3.25 2.50 -4.88 -0.20
H -3.84 3.38 -5.12 0.22
C -3.46 1.83 -3.67 -0.22
H -4.21 2.19 -2.97 0.21
C -2.71 0.69 -3.36 -0.20
H -2.87 0.19 -2.42 0.20
H -0.89 -1.59 -2.40 -0.20
H -1.25 -2.50 -4.58 -0.16
C 1.74 -0.75 1.82 -0.44
N 0.38 -1.50 1.93 -0.55
C 0.70 -2.83 1.77 -0.41
C -1.05 -1.55 2.60 -0.22
C -0.88 -1.57 4.10 -0.25
N -0.05 -0.33 4.45 -0.49
C -0.65 0.21 5.64 -0.43
C 1.35 -0.69 4.71 -0.44
H 2.54 -1.40 2.20 0.22
H 1.88 0.23 2.30 0.21
H 1.92 -0.64 0.75 0.23
H 1.09 -3.20 2.72 0.16
H -0.13 -3.46 1.47 0.21
H 1.45 -2.96 0.99 0.21
H -1.73 -0.74 2.35 0.21
H -1.59 -2.43 2.33 0.24
H -1.87 -1.49 4.49 0.21
H -0.35 -2.42 4.48 0.21
H -0.52 -0.56 6.41 0.20
H -0.12 1.09 6.00 0.21
H -1.72 0.35 5.59 0.21
H 1.35 -1.17 5.70 0.20
H 1.76 -1.48 4.09 0.22
H 2.00 0.18 4.75 0.21
```

Record 4
ORCA calculation (the ωB97M-V functional and the def2-TZVPD basis) on a cluster of 6 separate species, C9H23N5O12 in total.

Its LUMO energy is -0.0051 hartree. Its energy relative to the best compared isomer or geometry (same formula, charge and spin) is 0.0 kJ/mol. The value obtained for the HOMO-LUMO gap is 10.16 eV.

Structure (XYZ):
```
49
Properties=species:S:1:pos:R:3:nbo_charge:R:1
C 2.15 1.41 -5.36 -0.48
N 1.12 1.05 -4.30 0.54
O 0.82 1.92 -3.53 -0.37
O 0.68 -0.08 -4.34 -0.37
H 2.57 0.50 -5.76 0.23
H 2.91 1.96 -4.80 0.23
H 1.62 2.06 -6.04 0.24
C -0.53 -4.19 0.52 -0.48
N -1.18 -5.21 -0.35 0.53
O -0.47 -5.84 -1.10 -0.38
O -2.39 -5.36 -0.23 -0.38
H -1.31 -3.58 0.96 0.23
H 0.14 -3.63 -0.13 0.24
H 0.00 -4.80 1.24 0.24
C -6.50 3.08 1.11 -0.48
N -6.25 2.24 -0.11 0.53
O -5.20 2.40 -0.73 -0.37
O -7.19 1.57 -0.49 -0.37
H -6.82 4.03 0.68 0.24
H -5.61 3.18 1.71 0.23
H -7.30 2.59 1.64 0.23
C 2.21 0.64 3.28 -0.49
N 2.81 1.47 2.19 0.54
O 3.98 1.77 2.28 -0.40
O 2.05 1.84 1.33 -0.37
H 1.18 0.43 3.06 0.26
H 2.37 1.24 4.18 0.23
H 2.77 -0.28 3.39 0.22
C 5.35 -1.17 0.72 -0.48
N 4.03 -1.86 1.02 0.54
O 3.00 -1.27 0.71 -0.40
O 4.09 -3.00 1.46 -0.37
H 5.19 -0.21 0.25 0.24
H 5.83 -1.90 0.08 0.23
H 5.86 -1.20 1.68 0.24
C 0.27 -0.95 -1.03 -0.63
C -0.27 -0.52 0.35 -0.07
O -1.14 0.59 0.11 -0.50
C -1.36 1.39 1.17 0.81
C -2.20 2.56 0.80 -0.72
O -0.98 1.15 2.28 -0.63
H -0.43 -1.58 -1.58 0.21
H 1.17 -1.54 -0.83 0.21
H 0.54 -0.05 -1.57 0.24
H -0.79 -1.28 0.93 0.17
H 0.58 -0.19 0.95 0.20
H -1.82 3.53 1.13 0.24
H -3.15 2.39 1.31 0.23
H -2.37 2.70 -0.27 0.25
```